C29H48F3NO19V2 | the ωB97M-V functional and the def2-TZVPD basis

Geometry as XYZ:
```
102
C29H48F3NO19V2 the ωB97M-V functional and the def2-TZVPD basis
O -3.12 1.51 2.44
V -2.37 0.19 2.68
O -3.38 -1.00 2.63
O 1.20 3.13 0.00
V 0.66 2.06 1.03
O 1.86 1.51 1.95
C -0.40 -0.39 0.12
O 0.50 0.48 -0.55
O -0.78 0.41 1.16
C -1.47 -0.98 -0.78
F -2.15 -0.06 -1.47
F -0.91 -1.86 -1.62
F -2.34 -1.66 -0.04
C 1.25 -0.03 -1.67
C 1.90 1.12 -2.40
H 1.17 1.78 -2.88
H 2.41 1.86 -1.78
H 2.58 0.71 -3.15
H 0.61 -0.55 -2.37
H 2.02 -0.74 -1.35
H 0.19 -1.22 0.56
C -3.47 0.86 5.49
C -2.20 0.15 5.95
C -2.63 -1.20 6.52
C -1.46 -2.13 6.84
C -0.72 -2.37 5.52
C -0.27 -1.05 4.85
N -1.35 -0.05 4.76
O -0.89 1.11 4.17
C 0.08 -1.50 3.44
C 1.03 -0.55 5.47
C -1.59 1.04 7.04
H -3.22 1.86 5.16
H -4.22 0.93 6.28
H -4.01 0.28 4.73
H -3.40 -1.68 5.92
H -3.07 -0.99 7.50
H -1.85 -3.04 7.29
H -0.80 -1.64 7.55
H -1.42 -2.88 4.86
H 0.21 -2.90 5.76
H 0.58 -0.70 2.87
H -0.80 -1.72 2.81
H 0.77 -2.32 3.25
H 1.37 0.36 5.00
H 1.82 -1.29 5.35
H 0.87 -0.35 6.53
H -1.87 2.09 7.01
H -0.55 0.88 7.33
H -2.07 0.72 7.99
C 5.07 -0.89 -1.15
C 5.04 -1.80 0.07
C 4.13 -1.40 1.22
O 3.00 -2.28 1.07
C 3.35 -3.32 0.29
O 2.67 -4.27 0.07
O 4.56 -3.11 -0.28
H 5.17 0.16 -0.84
H 4.23 -1.06 -1.82
H 6.07 -0.97 -1.58
H 6.07 -1.94 0.40
H 3.81 -0.36 1.17
H 4.52 -1.55 2.22
C -0.27 -4.20 -7.14
C -0.34 -2.88 -6.42
C -0.53 -2.95 -4.89
O 0.67 -2.31 -4.42
C 1.45 -1.88 -5.43
O 2.48 -1.31 -5.27
O 0.92 -2.21 -6.62
H 0.49 -4.85 -6.68
H -0.10 -4.11 -8.21
H -1.19 -4.75 -6.89
H -1.11 -2.20 -6.80
H -0.55 -3.96 -4.48
H -1.43 -2.41 -4.63
C 5.01 4.91 -5.22
C 4.85 3.53 -5.84
C 4.32 2.38 -4.94
O 2.97 2.27 -5.40
C 2.84 2.79 -6.64
O 1.90 2.62 -7.34
O 3.96 3.48 -6.97
H 4.14 5.55 -5.27
H 5.82 5.38 -5.78
H 5.38 4.77 -4.20
H 5.78 3.12 -6.23
H 4.38 2.60 -3.88
H 4.85 1.48 -5.25
C -7.03 3.62 -0.08
C -6.46 2.40 -0.75
C -4.94 2.35 -0.96
O -4.66 0.97 -0.73
C -5.66 0.38 -0.03
O -5.66 -0.68 0.49
O -6.67 1.28 0.13
H -6.38 3.98 0.72
H -7.99 3.37 0.38
H -7.26 4.41 -0.79
H -6.88 2.08 -1.71
H -4.31 3.04 -0.41
H -4.78 2.54 -2.03
```

Calculated values
Relative energy (zero: lowest compared OMol25 entry of this formula, charge and spin): 0.0 kcal/mol
Orbital gap: 4.98 eV
2S+1: 1
LUMO: -0.091 hartree
Net charge: 0
Calculated total energy: -130770.847 eV
E_HOMO: -7.44 eV

Atomic partial charges in e from the Mulliken method, atoms 1 to 4: O -0.568; V 0.903; O -0.586; O -0.642